No. 1
16
Properties=species:S:1:pos:R:3:forces:R:3 method="wB97M-V/def2-TZVPD" gap_ev=9.422 max_force_ha_per_bohr=0.04774 total_energy_ha=-288.691558 mol_weight_g_mol=95.14 relative_energy_kj_mol=237.56
C 0.3009 0.9065 -0.2084 -1.080 -0.832 -0.229
C -0.5380 0.1313 -0.9247 0.547 1.319 -0.013
H -0.0876 1.4704 0.6270 -0.220 0.200 0.037
H -3.6571 0.2189 0.5340 -0.155 0.052 -0.036
H 1.0748 -2.3261 1.2925 0.608 -0.006 -0.254
H 2.1401 0.4897 -1.2094 0.122 0.219 -0.070
C -2.5830 0.2281 0.4458 -0.029 -0.246 -0.089
H 3.0352 -1.0340 0.8273 -0.271 0.232 0.080
C 1.7468 0.6766 -0.2088 1.012 -2.118 0.718
H -2.0199 0.3300 1.3590 0.143 -0.038 0.151
C 1.9989 -0.7572 0.5728 -0.304 1.527 -0.930
H 2.3233 1.4570 0.2892 0.058 -0.077 -0.113
H -2.5788 -0.0136 -1.6267 -0.087 -0.261 0.009
C -1.9786 0.0664 -0.7269 -0.249 0.639 0.018
N 0.9822 -1.4637 0.7593 -0.302 -0.298 0.591
H -0.1592 -0.3803 -1.8018 0.206 -0.311 0.128

***

No. 2
47
Properties=species:S:1:pos:R:3:forces:R:3 method="wB97M-V/def2-TZVPD" charge=+3 gap_ev="3.765 / 3.455" max_force_ha_per_bohr=0.20794 spin_multiplicity=2 total_energy_ha=-3844.407136 mol_weight_g_mol=683.17 relative_energy_kj_mol=0.00
H -1.6736 -3.3147 1.5653 0.081 -0.390 0.042
P 0.1224 2.1712 0.2753 0.475 2.360 -0.793
H -0.8959 -2.6946 -2.5246 -0.052 -0.333 0.028
C 1.3453 -0.9348 4.0326 -0.309 -0.140 0.397
H 2.0872 -3.3927 0.2778 -0.151 -0.050 -0.225
C -0.3413 -2.1259 5.2894 0.167 0.255 -0.026
O 4.3568 0.2834 5.4175 -1.349 0.470 -1.314
H -1.1788 -2.8211 5.3214 0.198 0.174 -0.002
C 1.4626 -3.3360 -0.6232 0.068 0.498 0.131
C 1.2113 -0.6559 6.4533 0.194 0.051 -0.481
C 0.1325 -1.5496 6.4786 -0.008 0.009 -0.218
H -0.0923 -2.2331 3.1311 -0.090 -0.051 0.260
N 2.9807 0.5740 3.2479 -0.956 -1.544 -2.622
I -2.8047 -0.3273 -0.2723 1.094 0.212 0.623
H 1.3280 -4.3417 -1.0483 -0.009 0.315 0.127
H -0.9612 -4.7415 0.7280 0.100 0.351 -0.048
C -1.1792 -3.2330 -1.6155 -0.276 0.826 -0.052
H 0.7850 3.0021 2.4433 -0.182 0.160 -0.045
C 2.1058 -0.3470 2.9129 1.807 2.512 2.773
I 0.2105 -0.0938 -2.3119 -0.009 0.210 0.536
C -1.0284 2.9444 -0.8974 -0.125 -0.385 -0.234
H -0.9263 4.0346 -0.8360 0.037 -0.226 -0.027
C 1.8260 2.5176 -0.2730 0.089 -0.444 -0.188
H -2.2368 -3.0390 -1.4262 0.017 -0.265 -0.080
H 0.1416 4.3053 1.3865 0.000 -0.361 -0.052
H 0.0131 -3.7976 1.9161 -0.187 -0.145 -0.200
C 0.0016 3.2663 1.7197 -0.215 -0.661 0.706
H -0.8180 2.5954 -1.9136 -0.098 0.307 0.177
C 0.2548 -1.7987 4.0674 0.222 -0.294 -0.095
H 1.5800 -0.1598 7.3462 -0.116 -0.161 -0.005
C -0.7563 -3.7408 1.1376 -0.219 0.779 0.663
O 2.6802 2.1264 5.2668 0.183 -1.354 -1.137
H -2.0536 2.6552 -0.6392 0.153 0.257 -0.031
H -0.9833 3.1598 2.1898 0.203 0.227 -0.009
S 1.9638 -0.6547 1.1936 -2.077 0.192 -0.597
C -0.8736 0.2768 2.1353 -3.502 3.595 9.442
H 2.5256 2.1701 0.5011 -0.147 0.251 -0.168
H 1.9275 3.6022 -0.4280 -0.036 -0.303 0.025
O -1.2849 0.6515 3.1759 2.069 -2.038 -5.848
H 1.9627 -2.6896 -1.3559 -0.039 -0.281 0.082
H -0.3538 -1.7797 7.4281 0.171 0.011 -0.295
V -0.1588 -0.1903 0.4762 1.671 -3.424 -3.698
H 2.0355 1.9715 -1.2012 0.099 0.329 0.159
H -1.0008 -4.3066 -1.7497 0.012 0.221 0.110
S 3.1104 0.7958 4.9044 0.471 0.236 2.965
P -0.1883 -2.6460 -0.2045 0.974 -1.949 -1.167
C 1.8063 -0.3801 5.2265 -0.402 -0.009 0.406

***

No. 3
18
Properties=species:S:1:pos:R:3:forces:R:3 method="wB97M-V/def2-TZVPD" charge=+1 gap_ev="8.625 / 3.092" max_force_ha_per_bohr=0.08650 spin_multiplicity=2 total_energy_ha=-235.318908 mol_weight_g_mol=84.16 relative_energy_kj_mol=424.14
H 1.5860 -1.5714 -2.0933 0.120 0.348 0.220
C -2.8283 0.2886 0.2692 2.022 0.640 0.299
C 2.5018 -1.4682 -0.1725 -3.843 2.210 -0.370
H -2.4800 2.0650 1.4045 -0.870 0.228 -0.516
H 2.7606 -0.2982 -1.9675 -0.556 1.040 0.067
C 1.9307 -0.7383 -1.4231 0.277 -3.215 0.813
H -0.9117 1.0529 0.6028 0.108 -0.080 -0.914
C -3.2118 1.8162 0.6038 -0.993 -3.536 2.043
H -0.9272 -0.7032 0.1912 0.153 -0.813 -0.591
H -2.8568 2.1305 -0.3143 0.041 2.064 -1.725
C -1.4541 0.2206 0.1339 -1.303 0.187 1.977
H -4.2758 2.0254 0.9038 1.274 -0.141 -0.667
H 1.6995 -2.0487 0.3891 1.610 -0.094 -0.847
C 3.4803 -0.8642 0.5917 -0.131 1.099 0.970
H -3.3598 -0.6851 0.1400 -0.278 1.398 0.083
H 0.8734 -0.2815 -1.2418 1.831 -0.027 0.069
H 3.6018 -1.0653 1.6578 0.255 -0.661 -0.405
H 3.8715 0.1249 0.3246 0.285 -0.649 -0.506